This record from the Open Molecules 2025 dataset describes 2 unconnected molecules or ions with the total composition C17H33N6O4 at a distorted geometry. The level of theory is the ωB97M-V functional and the def2-TZVPD basis.

Results
- HOMO energy (eV) = -10.3
- gap between HOMO and LUMO (eV) = 7.7
- E (Ha) = -1296.86056
- multiplicity = 1
- net charge = +1
- lowest unoccupied orbital energy (Ha) = -0.095

Positions of all 60 atoms, in Å:
O 1.711 -6.534 0.518
O 1.351 2.153 2.931
O -2.518 -4.897 -1.508
O -0.090 -0.065 2.965
C 1.410 -5.707 -0.329
C 0.885 1.861 1.838
C -2.214 -6.048 -1.221
C -0.515 -3.787 1.907
C -1.529 -4.649 1.593
C -2.440 -2.723 2.184
N 0.138 0.696 1.777
N -1.101 -2.588 2.266
N -2.979 -7.060 -1.638
N 3.337 9.403 -2.324
N 0.150 -5.489 -0.708
N -2.724 -3.972 1.760
C 2.476 -4.842 -0.960
C -2.802 -8.489 -1.363
C 1.070 2.769 0.625
C 1.927 9.003 -2.271
C 0.284 4.077 0.788
C 1.741 7.990 -1.141
C 0.622 5.076 -0.327
C 0.284 7.503 -1.086
C 0.039 6.457 0.013
C -1.360 -6.092 1.171
C -1.001 -6.317 -0.314
H 0.339 0.419 3.714
H 0.545 -4.023 1.902
H -3.167 -1.945 2.404
H -0.336 0.481 0.900
H -0.604 -1.739 2.552
H -3.751 -6.792 -2.232
H 3.504 10.065 -3.083
H 3.642 9.790 -1.431
H -0.018 -4.761 -1.388
H -3.645 -4.349 1.568
H 2.522 -5.048 -2.028
H 2.251 -3.791 -0.794
H 3.440 -5.084 -0.510
H -2.760 -8.672 -0.287
H -3.641 -9.053 -1.776
H -1.882 -8.853 -1.828
H 2.138 2.988 0.523
H 0.748 2.252 -0.282
H 1.634 8.555 -3.226
H 1.293 9.879 -2.098
H -0.791 3.872 0.791
H 0.540 4.525 1.755
H 2.013 8.450 -0.186
H 2.413 7.145 -1.313
H 1.708 5.154 -0.431
H 0.215 4.720 -1.279
H -0.364 8.365 -0.894
H -0.003 7.085 -2.056
H 0.463 6.817 0.956
H -1.042 6.354 0.153
H -2.275 -6.641 1.401
H -0.574 -6.532 1.787
H -0.706 -7.360 -0.431

Atomic forces in eV per Å
-0.4 -0.2 0.1
-0.1 -0.1 -0.3
0.4 0.4 0.2
-0.1 0.4 -1.0
1.5 -0.5 0.9
0.2 -0.1 1.7
0.1 0.9 0.1
-0.7 -0.4 -0.1
0.7 -0.6 -0.3
0.4 0.0 -0.2
0.7 1.0 -0.7
-1.1 -0.8 -0.3
-0.2 -1.1 0.1
0.1 -0.1 -0.4
-2.0 0.3 -1.0
1.1 0.8 0.3
-0.1 -0.1 0.0
0.3 0.2 0.0
-0.6 -0.8 0.0
0.6 0.2 0.5
0.3 0.1 -0.1
-0.6 -0.1 -0.5
-0.3 0.2 0.6
0.3 0.0 0.5
0.0 0.0 -0.6
-0.5 0.2 0.3
0.7 -0.1 -0.2
0.0 0.3 -1.0
-0.3 0.4 0.1
0.3 -0.3 -0.1
-0.3 -0.6 1.0
-0.1 0.2 0.2
0.1 0.1 0.1
0.0 -0.1 0.5
-0.1 0.1 -0.5
-0.2 -0.1 0.0
0.2 0.2 0.1
0.0 0.2 -0.1
0.0 0.2 -0.1
-0.2 0.0 0.0
0.0 -0.1 -0.1
0.1 0.2 0.1
-0.1 -0.1 0.1
-0.1 -0.2 0.2
0.0 0.0 -0.1
0.1 0.1 0.1
-0.3 -0.1 0.0
0.1 0.0 0.0
0.0 -0.1 -0.1
0.0 0.0 0.0
0.0 0.1 0.0
-0.1 -0.1 0.0
0.1 0.1 0.0
0.0 -0.1 -0.1
0.0 0.1 0.0
-0.1 -0.1 0.0
0.0 0.0 0.1
-0.1 -0.1 0.0
0.0 0.1 -0.2
0.1 0.0 0.2

=====

This record from the Open Molecules 2025 dataset describes a single C6H11NO molecule at a distorted geometry. The level of theory is the ωB97M-V functional and the def2-TZVPD basis.

Results
- HOMO energy (eV) = -8.6
- gap between HOMO and LUMO (eV) = 9.4
- E (Ha) = -365.11121
- multiplicity = 1
- energy relative to the best compared isomer or geometry (same formula, charge and spin) (kJ/mol) = 315.7
- SMILES string = CN1[C@H]2C[C@@]2(C)[C@H]1O
- lowest unoccupied orbital energy (Ha) = 0.028

Positions of all 19 atoms, in Å:
C 1.088 1.002 -1.889
N 1.008 0.007 -0.832
C 0.830 0.588 0.473
C -0.459 1.177 0.971
C -0.414 -0.304 0.709
C -0.421 -1.276 1.849
C -0.360 -0.818 -0.687
O -1.383 -0.400 -1.566
H 1.099 0.513 -2.869
H 0.266 1.729 -1.894
H 2.019 1.574 -1.781
H 1.673 0.540 1.159
H -1.042 1.789 0.293
H -0.476 1.523 1.998
H 0.586 -1.454 2.239
H -1.038 -0.914 2.678
H -0.824 -2.247 1.546
H -0.151 -1.887 -0.780
H -2.002 -1.144 -1.619

Atomic forces in eV per Å
0.0 0.0 -0.7
-2.0 0.1 -1.3
0.0 -1.5 1.7
-0.4 0.1 -2.3
0.9 -0.1 2.6
-0.5 -0.3 0.7
1.9 2.3 -0.8
0.1 -0.6 0.2
0.0 0.1 0.1
0.0 -0.1 0.1
-0.1 -0.2 0.1
0.0 0.1 -0.1
-0.1 0.1 0.0
0.1 -0.3 0.0
-0.1 0.0 0.0
0.1 -0.2 0.0
0.0 0.1 0.0
0.0 0.2 0.1
0.1 0.4 -0.2

=====

This record from the Open Molecules 2025 dataset describes a single C5H13NOS molecule at a distorted geometry. The level of theory is the ωB97M-V functional and the def2-TZVPD basis.

Results
- HOMO energy (eV) = -9.2
- gap between HOMO and LUMO (eV) = 9.4
- E (Ha) = -726.26665
- multiplicity = 1
- energy relative to the best compared isomer or geometry (same formula, charge and spin) (kJ/mol) = 615.5
- SMILES string = CN=[S@@H](=O)C(C)(C)C
- lowest unoccupied orbital energy (Ha) = 0.007

Positions of all 21 atoms, in Å:
C -2.241 1.677 -0.330
N -1.737 0.809 0.740
S -1.047 -0.497 0.416
O -1.709 -1.527 -1.005
C 0.772 -0.449 0.154
C 1.197 -1.846 0.240
C 0.887 -0.001 -1.299
C 1.263 0.586 1.206
H -2.690 1.100 -1.008
H -1.400 2.191 -0.694
H -2.838 2.388 0.103
H -0.918 -0.996 1.789
H 1.047 -2.174 1.260
H 0.433 -2.289 -0.451
H 2.277 -1.962 -0.206
H 0.227 0.779 -1.689
H 0.684 -0.796 -2.069
H 1.884 0.513 -1.603
H 0.895 1.657 0.903
H 0.654 0.296 2.178
H 2.362 0.538 1.364

Atomic forces in eV per Å
2.9 -0.3 2.6
-0.2 -0.4 0.4
-2.2 -3.0 -2.5
2.4 3.3 5.2
-0.4 2.7 -1.1
1.0 -1.0 -1.4
1.5 1.2 -2.8
-1.9 0.3 0.6
-2.0 -1.9 -3.0
1.0 0.8 -1.2
-1.8 1.5 1.0
-0.5 0.0 -1.9
0.5 -0.7 0.2
1.0 -0.7 0.6
-2.0 0.0 1.2
-0.5 0.1 0.9
0.4 0.3 1.2
-1.1 -1.3 1.0
0.9 -2.0 0.6
1.7 0.8 -1.5
-0.8 0.0 -0.1

=====

This record from the Open Molecules 2025 dataset describes a molecular structure, C32H45AsBN2O3SSeSiTc. The level of theory is the ωB97M-V functional and the def2-TZVPD basis.

Results
- HOMO energy (alpha / beta) (eV) = -11.9 / -12.1
- gap between HOMO and LUMO (alpha / beta) (eV) = 6.8 / 6.9
- E (Ha) = -7012.03769
- multiplicity = 4
- net charge = +1
- lowest unoccupied orbital energy (alpha / beta) (Ha) = -0.187 / -0.191
- expectation value of S² = 3.802

Positions of all 88 atoms, in Å:
Tc -2.088 -0.062 -1.087
C 2.057 -0.620 -4.720
C 3.077 -1.353 -3.862
C 3.001 -2.855 -4.083
C 4.491 -0.845 -4.096
O 2.770 -1.150 -2.458
Si 1.960 -0.191 -1.474
S -0.137 -0.894 -1.649
O 2.401 -0.450 0.051
C 2.942 -1.630 0.707
C 4.377 -1.830 0.244
C 2.892 -1.336 2.195
C 2.074 -2.833 0.367
O 1.747 1.374 -1.789
C 2.635 2.528 -1.796
C 3.944 2.176 -1.107
C 1.895 3.626 -1.051
C 2.856 2.934 -3.245
H 2.293 -0.752 -5.775
H 2.059 0.448 -4.503
H 1.055 -1.011 -4.544
H 3.248 -3.095 -5.116
H 1.997 -3.222 -3.874
H 3.705 -3.371 -3.431
H 4.781 -1.013 -5.132
H 5.193 -1.373 -3.451
H 4.566 0.219 -3.889
H 4.983 -0.962 0.502
H 4.420 -1.981 -0.832
H 4.804 -2.705 0.733
H 3.453 -0.431 2.424
H 3.330 -2.164 2.751
H 1.863 -1.198 2.525
H 2.117 -3.059 -0.699
H 1.034 -2.646 0.644
H 2.422 -3.709 0.911
H 3.776 1.898 -0.067
H 4.618 3.030 -1.139
H 4.437 1.342 -1.610
H 1.678 3.323 -0.027
H 0.956 3.859 -1.552
H 2.499 4.531 -1.023
H 3.453 2.199 -3.777
H 3.379 3.888 -3.288
H 1.900 3.041 -3.755
B -6.692 -0.499 -1.610
C -5.196 -0.269 -1.403
N -4.049 -0.129 -1.215
H -6.784 -1.507 -2.270
H -7.116 0.476 -2.179
H -7.159 -0.626 -0.501
C -2.449 -4.419 2.693
C -1.434 -3.603 3.170
C -1.368 -2.271 2.789
C -2.340 -1.759 1.936
C -3.341 -2.586 1.425
C -3.399 -3.914 1.816
As -2.271 0.076 1.366
C -0.805 0.909 2.279
C -0.895 0.993 3.670
C 0.129 1.592 4.383
C 1.227 2.117 3.712
C 1.309 2.033 2.332
C 0.295 1.420 1.607
C -3.816 1.037 1.980
C -5.085 0.469 1.954
C -6.173 1.220 2.366
C -5.995 2.529 2.792
C -4.731 3.095 2.804
C -3.635 2.355 2.391
H -2.497 -5.454 2.999
H -0.686 -4.003 3.840
H -0.569 -1.643 3.161
H -4.070 -2.209 0.717
H -4.181 -4.553 1.432
H -1.765 0.608 4.191
H 0.067 1.656 5.460
H 2.022 2.590 4.271
H 2.168 2.439 1.816
H 0.378 1.338 0.531
H -5.246 -0.545 1.619
H -7.160 0.784 2.341
H -6.849 3.112 3.106
H -4.595 4.119 3.123
H -2.651 2.808 2.388
Se -1.709 2.262 -1.499
C -3.380 2.928 -1.088
N -4.418 3.355 -0.846

Atomic forces in eV per Å
0.3 0.3 -0.2
0.1 0.0 0.0
-0.1 -0.1 -0.1
0.0 0.0 0.0
-0.1 -0.1 0.0
0.2 0.2 0.0
-0.1 0.0 0.0
-0.1 -0.1 0.0
0.0 0.2 0.0
0.0 -0.1 0.0
0.0 0.0 0.0
0.0 0.0 -0.1
0.0 0.0 0.0
0.0 -0.2 -0.1
0.0 0.1 0.0
0.0 0.0 0.0
0.0 0.0 0.0
-0.1 0.0 0.1
0.0 0.0 0.0
0.0 0.1 0.0
0.0 0.0 0.0
0.0 0.0 0.0
0.0 0.0 0.0
0.0 0.0 0.0
0.0 0.0 0.0
0.0 0.0 0.0
0.0 0.1 0.0
0.0 0.0 0.0
0.0 0.0 0.0
0.0 0.0 0.0
0.0 0.0 0.0
0.0 0.0 0.0
-0.1 0.0 0.0
0.0 0.0 0.0
0.0 0.0 0.0
0.0 0.0 0.0
0.0 0.0 0.0
0.0 0.0 0.0
0.0 0.0 0.0
0.0 0.0 -0.1
0.0 0.0 0.0
0.0 0.0 0.0
0.1 -0.1 -0.1
0.0 0.0 0.0
0.0 0.0 0.0
-0.2 0.0 0.0
0.1 -0.1 0.1
-0.5 -0.1 -0.1
0.0 0.0 0.0
0.0 0.0 0.0
0.0 0.0 0.1
0.0 0.0 0.0
0.0 0.0 0.0
0.0 0.0 0.0
0.0 0.0 -0.2
0.0 0.0 0.0
0.0 0.0 0.0
0.1 0.2 0.5
0.0 -0.1 0.0
0.0 0.0 0.0
0.0 0.0 0.0
0.0 0.0 0.0
0.0 0.0 0.0
0.0 0.0 0.0
0.0 0.0 -0.1
0.0 0.0 0.0
0.0 0.0 0.0
0.0 0.0 0.0
0.0 0.0 0.0
0.0 0.0 0.0
0.0 0.0 0.0
0.0 0.0 0.0
0.0 0.0 0.0
0.0 0.0 0.0
0.0 0.0 0.0
0.0 0.0 0.0
0.0 0.0 0.0
0.0 0.0 0.0
0.0 0.0 0.0
0.0 0.0 0.0
0.0 -0.1 0.0
0.0 0.0 0.0
0.0 0.0 0.0
0.0 0.0 0.0
0.0 0.0 0.0
0.2 -0.1 0.0
0.1 -0.2 -0.1
-0.2 0.2 0.1

=====

This record from the Open Molecules 2025 dataset describes a molecular structure, C47H48BaClF2N7SSi. The level of theory is the ωB97M-V functional and the def2-TZVPD basis.

Results
- HOMO energy (eV) = -1.3
- gap between HOMO and LUMO (eV) = 5.2
- E (Ha) = -3576.22798
- multiplicity = 1
- energy relative to the best compared isomer or geometry (same formula, charge and spin) (kJ/mol) = 72.6
- net charge = -2
- lowest unoccupied orbital energy (Ha) = 0.146

Positions of all 108 atoms, in Å:
Ba 1.153 -0.243 -0.587
C -1.382 2.704 -1.557
N -1.068 2.290 -0.201
C -0.069 3.196 0.374
C -2.161 2.062 0.676
C -3.470 2.399 0.372
C -4.501 2.244 1.301
C -4.183 1.808 2.579
C -2.884 1.423 2.887
C -1.846 1.429 1.924
N -0.563 1.005 2.099
C -0.111 0.169 3.066
C -0.835 -0.849 3.738
C -0.270 -1.642 4.722
C 1.057 -1.469 5.100
C 1.813 -0.520 4.419
C 1.275 0.250 3.400
N 2.083 1.174 2.659
C 1.991 2.523 3.181
C 3.462 0.764 2.463
H -1.866 3.695 -1.598
H -0.455 2.765 -2.124
H -2.028 1.971 -2.045
H -0.465 4.221 0.465
H 0.220 2.826 1.354
H 0.810 3.218 -0.272
H -3.711 2.802 -0.605
H -5.519 2.501 1.032
H -4.946 1.755 3.348
H -2.644 1.115 3.895
H -1.861 -1.020 3.455
H -0.874 -2.403 5.205
H 1.493 -2.053 5.902
H 2.856 -0.385 4.685
H 2.434 2.608 4.189
H 2.516 3.216 2.518
H 0.942 2.817 3.237
H 4.100 0.915 3.349
H 3.497 -0.289 2.191
H 3.900 1.336 1.640
F -0.953 0.722 -6.009
C -0.006 1.187 -5.156
C 0.239 0.539 -3.964
C 1.227 0.999 -3.077
C 1.955 2.142 -3.473
C 1.651 2.777 -4.674
F 2.288 3.930 -5.046
C 0.675 2.329 -5.537
C 3.047 2.630 -2.594
C 4.212 3.229 -3.089
C 5.199 3.636 -2.211
C 5.027 3.435 -0.849
C 3.860 2.816 -0.440
N 2.897 2.433 -1.276
H -0.350 -0.344 -3.721
H 0.448 2.852 -6.454
H 4.353 3.350 -4.152
H 6.106 4.094 -2.587
H 5.779 3.732 -0.130
H 3.682 2.606 0.611
N -0.712 -2.419 1.156
N -0.761 -3.536 0.284
C -1.454 -3.272 -0.987
N -1.996 -4.571 -1.393
S -0.316 -2.531 -2.218
H 0.086 -2.513 1.768
H -1.547 -2.317 1.725
H -1.203 -4.346 0.707
H -2.371 -4.483 -2.325
H -1.201 -5.202 -1.491
C -6.220 -3.200 1.921
C -6.018 -3.870 0.720
C -5.017 -3.458 -0.149
C -4.202 -2.363 0.152
C -4.434 -1.693 1.354
C -5.425 -2.108 2.236
Si -2.752 -1.866 -0.966
C -3.443 -1.422 -2.670
C -3.506 -2.251 -3.791
C -3.939 -1.774 -5.020
C -4.328 -0.447 -5.158
C -4.296 0.389 -4.053
C -3.862 -0.097 -2.826
H -6.994 -3.530 2.605
H -6.645 -4.717 0.461
H -4.856 -4.005 -1.072
H -3.835 -0.825 1.598
H -5.578 -1.571 3.166
H -2.205 -0.611 -0.416
H -3.180 -3.280 -3.734
H -3.953 -2.433 -5.881
H -4.635 -0.068 -6.126
H -4.598 1.426 -4.149
H -3.827 0.574 -1.971
Cl 8.324 -1.519 3.767
C 7.023 -1.547 2.581
C 7.055 -0.683 1.493
C 6.052 -0.727 0.546
C 4.967 -1.652 0.616
C 3.977 -1.734 -0.385
C 4.967 -2.485 1.776
C 5.968 -2.439 2.725
H 7.875 0.020 1.397
H 6.083 -0.035 -0.291
H 3.396 -2.656 -0.434
H 4.219 -1.298 -1.354
H 4.143 -3.179 1.909
H 5.944 -3.096 3.587

Atomic forces in eV per Å
-0.2 0.2 0.8
-0.2 0.0 0.1
0.2 0.0 -0.4
0.0 0.1 0.0
0.2 -0.2 0.0
0.1 0.0 -0.1
0.0 0.0 0.2
0.0 0.1 -0.1
0.2 -0.1 -0.1
0.2 -0.2 0.3
-0.1 -0.1 -0.3
-0.3 0.1 0.2
0.1 0.3 0.0
0.1 0.0 0.1
-0.1 0.0 0.0
0.1 -0.1 0.0
0.1 0.1 -0.1
0.1 -0.1 0.0
-0.1 0.0 0.0
0.0 0.0 0.1
-0.1 0.0 0.0
0.0 0.0 0.0
0.0 0.0 0.0
0.0 0.0 -0.1
0.0 0.1 -0.2
0.0 0.0 0.0
0.1 0.0 0.0
0.0 0.0 0.0
0.0 0.0 0.0
0.0 -0.2 0.0
-0.3 0.1 0.0
0.0 0.0 0.0
0.0 0.0 -0.1
0.0 0.0 -0.1
0.0 0.0 0.0
0.0 0.0 0.0
0.0 0.0 0.0
0.0 0.0 0.0
0.1 0.0 0.0
0.0 -0.3 0.3
-0.1 0.0 -0.1
0.1 0.0 0.1
0.0 0.0 -0.1
0.0 0.0 -0.2
0.0 -0.1 0.0
-0.1 -0.1 0.1
0.1 0.1 0.0
0.0 0.0 -0.1
0.1 0.1 0.1
0.1 0.0 0.1
0.0 0.0 0.0
0.0 0.0 0.0
-0.1 0.1 -0.1
0.0 -0.3 0.1
0.0 0.1 -0.1
0.0 0.0 0.0
-0.1 0.0 0.0
0.0 0.0 0.0
0.0 0.0 0.0
0.0 0.3 -0.3
0.3 0.0 -0.5
-0.2 -0.3 -0.1
0.2 0.5 -0.1
0.0 -0.1 0.3
0.1 0.0 0.1
0.0 0.0 0.2
0.0 0.0 0.0
-0.2 0.1 0.2
0.0 0.0 -0.1
0.1 0.1 -0.1
0.1 0.0 0.0
0.0 0.0 0.0
0.0 0.0 0.0
0.0 0.1 0.0
0.0 0.0 0.0
-0.1 0.0 0.0
0.1 -0.4 -0.2
0.0 0.1 0.0
0.0 0.0 0.0
-0.1 0.0 0.0
0.0 0.0 0.0
-0.1 0.1 -0.1
0.0 -0.1 0.1
0.0 0.0 0.0
0.0 0.0 0.0
0.0 0.0 0.0
0.1 0.1 0.1
0.0 0.0 0.0
0.0 0.0 0.0
0.1 0.0 0.0
0.0 0.0 0.0
0.0 0.0 0.0
0.0 0.0 0.0
0.0 0.0 -0.1
0.0 0.0 0.0
0.0 0.0 0.0
-0.1 0.0 0.0
0.0 0.0 0.1
0.0 -0.1 -0.2
-0.3 0.2 0.1
0.0 0.0 0.0
0.0 0.1 0.0
0.0 0.0 0.0
0.0 0.0 0.0
0.0 0.1 0.0
0.0 0.0 0.0
0.0 0.0 0.0
0.0 0.0 0.0